{
  "formula": "C18H56N4O8",
  "method": "the ωB97M-V functional and the def2-TZVPD basis",
  "elements": ["C", "C", "C", "O", "C", "N", "H", "H", "H", "H", "H", "H", "H", "H", "H", "H", "H", "C", "C", "C", "O", "C", "N", "H", "H", "H", "H", "H", "H", "H", "H", "H", "H", "H", "C", "C", "C", "O", "C", "N", "H", "H", "H", "H", "H", "H", "H", "H", "H", "H", "H", "C", "C", "C", "O", "C", "N", "H", "H", "H", "H", "H", "H", "H", "H", "H", "H", "H", "O", "H", "H", "O", "H", "H", "C", "O", "H", "H", "H", "H", "C", "O", "H", "H", "H", "H"],
  "xyz": [[-20.040, 9.171, 21.979], [-19.704, 10.559, 22.633], [-19.514, 11.711, 21.612], [-19.363, 12.970, 22.179], [-18.273, 13.219, 23.079], [-20.794, 10.864, 23.583], [-19.128, 8.760, 21.545], [-20.755, 9.253, 21.160], [-20.350, 8.472, 22.755], [-18.760, 10.309, 23.117], [-20.361, 11.759, 20.929], [-18.591, 11.476, 21.082], [-17.358, 13.470, 22.542], [-18.075, 12.344, 23.698], [-18.576, 14.090, 23.661], [-21.633, 10.928, 23.024], [-20.603, 11.809, 23.886], [-13.523, 3.264, 16.519], [-13.020, 4.580, 17.150], [-14.012, 5.115, 18.212], [-13.790, 6.551, 18.430], [-14.453, 7.112, 19.493], [-11.716, 4.150, 17.648], [-14.539, 3.255, 16.124], [-13.445, 2.457, 17.249], [-12.851, 2.930, 15.729], [-12.815, 5.332, 16.389], [-13.975, 4.590, 19.167], [-15.022, 5.008, 17.818], [-14.340, 6.601, 20.449], [-15.507, 7.027, 19.230], [-14.281, 8.187, 19.555], [-11.183, 4.959, 17.932], [-11.236, 3.673, 16.898], [-20.425, 15.582, 16.532], [-19.805, 14.831, 15.366], [-19.959, 13.269, 15.400], [-19.430, 12.840, 16.690], [-18.901, 11.549, 16.746], [-20.106, 15.339, 14.077], [-21.509, 15.659, 16.453], [-19.997, 16.573, 16.683], [-20.220, 15.066, 17.470], [-18.734, 15.034, 15.398], [-19.335, 12.761, 14.665], [-20.973, 12.899, 15.252], [-17.961, 11.364, 16.227], [-19.563, 10.785, 16.337], [-18.797, 11.179, 17.766], [-19.854, 14.719, 13.320], [-19.620, 16.198, 13.861], [-13.833, 9.529, 22.445], [-15.054, 9.936, 23.219], [-14.817, 11.177, 24.088], [-15.980, 11.469, 24.842], [-15.974, 12.624, 25.620], [-16.197, 10.025, 22.297], [-13.347, 10.372, 21.953], [-14.134, 8.816, 21.678], [-13.167, 9.035, 23.153], [-15.171, 9.119, 23.931], [-14.598, 12.084, 23.525], [-13.999, 11.023, 24.791], [-15.005, 12.785, 26.092], [-16.741, 12.610, 26.394], [-16.018, 13.531, 25.016], [-16.137, 10.482, 21.398], [-16.991, 10.400, 22.796], [-16.572, 11.313, 19.717], [-15.774, 11.358, 19.190], [-17.009, 12.150, 19.563], [-17.468, 8.784, 19.566], [-17.252, 9.716, 19.572], [-17.266, 8.485, 20.452], [-19.029, 5.753, 19.064], [-19.062, 6.974, 18.318], [-19.803, 5.145, 18.595], [-18.050, 5.338, 18.825], [-19.158, 5.906, 20.136], [-18.564, 7.656, 18.774], [-17.602, 7.004, 23.240], [-16.842, 7.215, 22.073], [-17.895, 7.978, 23.632], [-18.573, 6.543, 23.059], [-16.983, 6.550, 24.014], [-16.480, 8.079, 22.282]],
  "forces_ev_per_a": [[0.819, 0.986, -0.181], [-1.255, -1.199, -0.730], [1.241, -1.481, 0.356], [-0.403, 1.282, 0.881], [-0.583, -0.431, -0.735], [1.051, -0.055, 0.060], [-0.039, 0.015, -0.166], [-0.275, -0.061, 0.154], [-0.300, 0.180, -0.040], [-0.210, 0.623, 0.699], [0.019, 0.033, -0.032], [-0.052, -0.166, -0.618], [0.108, -0.078, -0.227], [0.003, 0.145, 0.272], [0.056, -0.153, 0.169], [-0.314, 0.011, -0.057], [-0.268, 0.338, 0.295], [-0.375, -0.043, -0.034], [-0.168, -1.090, -0.113], [0.365, 1.708, -0.320], [2.172, -1.915, -1.368], [-2.186, -0.042, 0.026], [0.116, 0.424, 1.127], [0.001, 0.293, -0.005], [-0.180, 0.128, 0.327], [0.014, 0.281, -0.277], [-0.824, 0.305, -0.125], [0.335, -0.203, 0.042], [-0.223, -0.061, -0.088], [0.473, -0.024, 0.209], [-0.553, 0.197, 0.501], [0.497, -0.155, -0.030], [0.288, 0.004, 0.012], [0.246, 0.145, 0.041], [-0.387, -0.383, 0.348], [1.908, -1.093, 0.492], [1.140, 0.245, 1.571], [-0.569, 0.716, -0.470], [-0.427, -1.450, -0.164], [-1.857, 0.775, -2.091], [-0.082, 0.091, -0.196], [-0.036, 0.124, -0.414], [0.099, -0.241, -0.110], [0.452, -0.699, 1.154], [0.104, 0.414, -0.524], [-0.322, 0.204, 0.172], [0.343, 0.654, -0.047], [-0.590, 0.049, -0.427], [0.245, 0.733, 0.235], [-0.008, -0.326, 0.159], [-0.048, 0.155, 0.321], [0.403, 0.044, -0.032], [-0.163, 0.763, -0.435], [-0.300, 0.775, 0.114], [-1.099, -1.090, 0.210], [1.187, 0.635, -0.185], [-0.441, -0.965, 1.653], [0.083, -0.024, -0.007], [0.159, -0.038, 0.085], [0.434, 0.056, -0.281], [-0.826, -0.147, 0.116], [0.294, -0.087, -0.610], [0.374, -0.250, 0.041], [0.300, -0.429, 0.539], [-0.107, -0.191, -0.315], [-0.680, 0.179, -0.355], [0.735, 0.496, -0.020], [-0.022, 0.188, -0.089], [-0.543, -0.872, 0.728], [1.128, 0.213, -0.731], [-0.323, 1.020, -0.179], [-0.349, -0.823, -0.180], [0.173, 0.937, -0.261], [0.105, -0.368, 0.386], [0.544, 1.119, -1.454], [-1.013, -0.484, -0.054], [-0.033, -0.275, 0.493], [0.063, -0.678, 0.559], [-0.118, -0.165, 0.034], [0.480, 0.428, 0.286], [-0.343, 0.790, 0.450], [-0.333, -0.700, -0.027], [-0.022, 0.281, 0.281], [0.362, -0.684, -0.153], [-0.319, -0.569, 0.076], [0.655, 1.004, -0.718]],
  "lowdin_charge": [-0.05, -0.41, -0.22, -0.21, -0.10, 0.04, 0.04, 0.08, 0.07, 0.09, 0.13, 0.09, 0.07, 0.06, 0.09, 0.07, 0.05, -0.08, -0.41, -0.14, -0.21, -0.16, 0.01, 0.07, 0.08, 0.06, 0.13, 0.12, 0.11, 0.08, 0.07, 0.08, 0.07, 0.06, -0.06, -0.46, -0.14, -0.22, -0.16, 0.01, 0.07, 0.07, 0.07, 0.12, 0.11, 0.12, 0.08, 0.08, 0.07, 0.06, 0.07, -0.07, -0.41, -0.19, -0.21, -0.14, 0.08, 0.07, 0.05, 0.08, 0.13, 0.12, 0.12, 0.08, 0.09, 0.08, 0.04, 0.04, -0.31, -0.03, -0.01, -0.08, -0.03, -0.01, -0.15, -0.16, 0.07, 0.06, 0.07, 0.00, -0.17, -0.15, 0.06, 0.08, 0.08, 0.00],
  "total_energy_ha": -1540.17389,
  "total_charge": -1,
  "s_squared": 0.75,
  "e_homo_ev": [0.09, -6.87],
  "multiplicity": 2
}